Entry from the OMol25 dataset: C30H42N7PdSSi as an isolated structure at a distorted geometry (ωB97M-V/def2-TZVPD).

```
82
Properties=species:S:1:pos:R:3:forces:R:3:mulliken_charge:R:1
Pd -0.65344 -0.79794 0.04851 0.8 -0.2 0.2 -0.8379
N -1.91771 1.50077 4.20900 0.0 0.0 0.0 0.0844
C -1.61270 0.52656 3.34207 0.1 -0.2 0.0 -0.6999
N -1.26183 0.69645 2.11339 -0.2 0.2 -0.3 0.0557
C -1.23727 1.97888 1.59696 0.0 0.4 0.5 -0.2825
N -1.05432 2.28902 0.35689 0.2 -0.6 -0.4 -1.1232
N -0.87448 1.21481 -0.52618 0.0 0.5 0.8 1.9190
C -1.09544 1.54815 -1.72524 -0.3 -0.2 -1.1 -1.9349
C -1.27250 0.53373 -2.80431 0.2 0.7 0.5 1.1043
C -1.44207 0.96205 -4.10731 0.0 0.0 -0.4 -0.7799
C -1.72349 0.01560 -5.08619 0.0 0.2 0.0 -0.6815
C -1.84232 -1.30944 -4.71494 0.0 -0.1 0.1 -0.8757
C -1.65177 -1.64066 -3.37650 0.1 -0.1 -0.1 -0.6624
N -1.35985 -0.74352 -2.44638 -0.3 -0.2 0.1 1.0337
C -1.43578 3.11118 2.52234 0.0 0.0 -0.1 0.8911
C -1.29171 4.44917 2.13333 0.0 -0.1 -0.1 -0.4174
C -1.51653 5.46428 3.03317 0.0 0.0 0.1 -0.9313
C -1.89737 5.16454 4.34741 0.0 0.1 -0.1 -0.4204
C -2.04152 3.85986 4.75367 0.0 -0.1 0.0 -1.0503
C -1.80252 2.83630 3.83429 -0.1 0.1 0.2 0.1565
H -2.18291 1.26445 5.15186 0.0 0.0 0.0 0.2814
H -1.65358 -0.48463 3.73795 0.0 0.0 0.0 0.4787
H -1.27441 2.59849 -1.95209 -0.1 -0.1 -0.1 0.3832
H -1.35656 2.01376 -4.35009 0.0 0.0 0.0 0.5237
H -1.85462 0.31483 -6.11765 0.0 0.0 0.0 0.4514
H -2.07130 -2.07849 -5.43972 0.0 0.0 0.0 0.4973
H -1.72051 -2.66819 -3.03218 0.0 0.0 0.0 0.4594
H -1.00008 4.65748 1.11382 0.0 0.0 0.0 0.4755
H -1.40022 6.49471 2.72761 0.0 0.0 0.0 0.4378
H -2.07624 5.96403 5.05396 0.0 0.0 0.0 0.4191
H -2.32676 3.62330 5.77154 0.0 0.0 0.0 0.4255
C 2.85367 0.58131 -2.29080 0.0 0.0 0.0 -2.1518
C 2.57451 -0.85057 -1.80865 0.1 0.1 -0.1 2.7908
C 3.92821 -1.59211 -1.71609 0.0 0.0 0.0 -1.8966
C 1.80531 -1.52031 -2.95561 0.0 -0.1 0.0 -1.7541
Si 1.72489 -0.88641 -0.07227 -0.2 -0.1 -0.1 0.3411
C 2.58097 0.35572 1.12236 0.1 0.1 0.1 2.9808
C 4.11418 0.17491 1.11643 0.0 0.0 0.0 -2.1450
C 2.13446 0.15519 2.57711 0.0 0.1 0.1 -2.1399
C 2.30056 1.82638 0.77745 0.0 0.0 0.0 -1.5938
C 1.68062 -2.66186 0.65629 0.0 -0.2 0.0 2.1835
C 1.20944 -3.67433 -0.40065 0.0 0.0 0.0 -1.7849
C 2.98221 -3.19678 1.26653 0.0 0.0 0.0 -1.7269
C 0.59747 -2.63422 1.74557 0.0 -0.1 0.0 -1.7189
H 3.25933 0.53864 -3.30816 0.0 0.0 0.0 0.5480
H 3.58390 1.10526 -1.67839 0.0 0.0 0.0 0.4039
H 1.94357 1.18723 -2.32836 0.0 0.0 0.0 0.3767
H 4.44995 -1.47395 -2.67219 0.0 0.0 0.0 0.6068
H 3.79681 -2.66045 -1.55782 0.0 -0.1 0.0 0.3247
H 4.59101 -1.21834 -0.94127 0.0 0.0 0.0 0.3259
H 2.50421 -1.67422 -3.78594 -0.1 0.0 0.0 0.6095
H 1.01507 -0.87834 -3.32795 -0.2 0.1 0.0 0.3076
H 1.37612 -2.48580 -2.70419 0.0 0.0 0.0 0.1948
H 4.42782 -0.85329 1.29474 0.0 0.0 0.0 0.3613
H 4.53139 0.78399 1.92608 0.0 0.0 0.0 0.6250
H 4.57676 0.51813 0.19317 0.0 0.0 0.0 0.3552
H 2.47928 -0.78841 2.99696 0.1 0.0 0.0 0.3907
H 1.05202 0.20515 2.68418 0.0 0.0 0.0 0.1641
H 2.57183 0.95433 3.18728 0.0 0.0 0.0 0.6050
H 2.51320 2.08348 -0.25648 0.0 0.0 0.0 0.2203
H 2.93671 2.45992 1.40649 0.0 0.0 0.0 0.5953
H 1.27127 2.10418 0.97847 -0.1 0.0 0.0 0.1584
H 1.95631 -3.84340 -1.17309 0.1 0.0 0.0 0.3430
H 0.27663 -3.37203 -0.88652 0.0 0.0 0.0 0.0154
H 1.02303 -4.63853 0.08577 0.0 0.0 0.0 0.5230
H 3.79850 -3.22843 0.54524 0.0 0.0 0.0 0.2983
H 2.82075 -4.22356 1.61628 0.0 0.0 0.0 0.5371
H 3.31830 -2.61497 2.12405 0.0 0.0 0.0 0.3252
H -0.35234 -2.19556 1.38908 -0.2 -0.2 0.2 0.0689
H 0.90026 -2.07242 2.62282 0.0 0.0 0.1 0.3537
H 0.32903 -3.65215 2.04897 0.0 0.0 0.0 0.4376
S -2.68485 -3.20655 -0.07962 0.0 0.0 -0.1 -0.2994
C -3.59025 -1.87456 -0.46326 0.0 0.3 0.1 -0.1802
N -4.66061 -1.97813 -1.32481 0.0 -0.3 0.0 0.0634
C -5.42142 -0.93995 -1.72283 -0.1 0.0 -0.1 -0.2182
C -5.15756 0.29888 -1.24140 0.0 0.0 0.0 -1.0466
C -4.07589 0.38442 -0.33904 0.1 0.2 0.1 0.2955
N -3.32979 -0.61978 0.03118 0.1 -0.4 -0.2 0.0183
H -4.84583 -2.91239 -1.66751 0.0 0.1 0.0 0.2952
H -6.21736 -1.16272 -2.41979 0.0 0.0 0.0 0.4222
H -5.74001 1.15877 -1.52936 0.0 0.0 0.0 0.4727
H -3.81188 1.34911 0.09051 0.0 0.0 0.0 0.3368
```
Forces are in eV/Å.

Results
gap between HOMO and LUMO (alpha / beta)	0.2566 / 0.2566	Ha
energy above the lowest of the compared OMol25 structures with the same formula, charge and spin	0.0	kJ/mol
total charge	+1